One molecule with the formula C19H23N3O2S. Source: OMol25; level of theory: ωB97M-V with the def2-TZVPD basis set.

Computed properties:
* spin multiplicity: 1
* structure (SMILES): NC(=O)N[C@@H](Cc1ccccc1)C(=O)NCCCSc1ccccc1
* strongest force on any atom: 0.68 eV Å⁻¹
* DFT total energy: -39479.046 eV
* highest occupied orbital energy: -7.88 eV

```
48
Properties=species:S:1:pos:R:3:forces:R:3:nbo_charge:R:1
N 2.96941 3.08988 -0.79883 0.2 0.2 -0.1 -0.85
C 1.79170 2.68902 -0.22197 0.1 -0.1 -0.5 0.79
O 1.38777 3.14940 0.82637 -0.2 0.2 0.6 -0.68
N 1.12387 1.73492 -0.92099 0.0 -0.3 -0.2 -0.65
H 1.52715 1.27492 -1.72650 0.0 0.0 0.1 0.42
C -0.05303 1.09271 -0.39588 0.0 0.4 -0.1 -0.12
C -1.28830 2.00704 -0.58972 0.1 -0.1 0.1 -0.43
C -2.52036 1.44334 0.04946 -0.2 0.2 0.0 -0.05
C -2.63322 1.41600 1.43632 0.0 0.0 -0.1 -0.18
C -3.74733 0.86242 2.04094 0.0 -0.1 0.1 -0.22
C -4.76639 0.33107 1.26715 -0.1 -0.1 0.1 -0.22
C -4.66750 0.36190 -0.11336 -0.1 0.0 -0.1 -0.21
C -3.55067 0.91305 -0.71764 0.0 0.1 0.1 -0.21
H -3.47648 0.93277 -1.79560 0.0 0.0 -0.1 0.21
H -5.46307 -0.04333 -0.72164 -0.1 0.0 0.0 0.21
H -5.63728 -0.09931 1.73887 -0.1 0.0 0.0 0.21
H -3.82394 0.84869 3.11817 0.0 0.0 0.1 0.21
H -1.84277 1.83996 2.03841 0.1 0.1 0.1 0.21
H -1.03296 2.96352 -0.12892 0.0 0.0 -0.1 0.25
H -1.44379 2.16218 -1.65897 0.0 0.0 0.0 0.22
H 0.08085 0.90271 0.67632 0.0 -0.1 -0.1 0.23
C -0.22961 -0.22121 -1.15105 -0.1 0.2 0.5 0.69
O 0.39990 -0.46354 -2.16595 0.3 -0.1 -0.4 -0.66
N -1.14251 -1.05319 -0.62512 -0.2 -0.1 -0.1 -0.61
C -1.46722 -2.32793 -1.21901 0.0 -0.3 0.0 -0.22
H -2.55473 -2.41936 -1.29857 0.1 0.0 -0.1 0.20
H -1.03325 -2.32078 -2.22226 -0.1 0.0 0.1 0.23
C -0.90008 -3.50485 -0.41988 0.0 0.3 -0.1 -0.41
C 0.59799 -3.34277 -0.18210 0.2 0.1 0.4 -0.53
H 1.05441 -2.81330 -1.01538 0.0 0.0 -0.1 0.24
H 1.08314 -4.30862 -0.04148 0.0 0.1 -0.1 0.22
S 0.88440 -2.36130 1.34218 0.0 -0.2 0.0 0.23
C 2.23347 -1.27902 0.96162 -0.2 -0.3 0.0 -0.18
C 3.13950 -1.50147 -0.06327 0.0 0.0 0.0 -0.19
C 4.16448 -0.59488 -0.27460 0.1 0.0 -0.1 -0.22
C 4.30807 0.51239 0.54178 0.1 0.0 0.0 -0.22
C 3.41699 0.71720 1.58355 0.1 0.0 0.0 -0.18
C 2.38092 -0.17023 1.79047 0.0 -0.1 0.0 -0.24
H 1.67915 -0.01677 2.59650 -0.1 0.1 0.1 0.22
H 3.51737 1.57692 2.22704 0.0 0.1 0.0 0.22
H 5.11297 1.21079 0.37149 0.0 0.1 0.0 0.21
H 4.86139 -0.76915 -1.08165 0.1 0.0 -0.1 0.21
H 3.06679 -2.37284 -0.69527 0.0 -0.1 0.0 0.21
H -1.08351 -4.42246 -0.98162 0.0 0.0 0.0 0.22
H -1.41420 -3.58783 0.54004 -0.1 -0.1 0.0 0.21
H -1.56971 -0.82435 0.25861 0.1 0.1 0.0 0.42
H 3.39124 3.92029 -0.42117 -0.1 0.0 0.0 0.40
H 3.16896 2.86543 -1.75687 0.0 0.0 0.0 0.39
```
Forces are in eV/Å.